Here is a structure of composition C49H44ClCoN8O3Sb2 at a distorted geometry from OMol25. Energies are from ωB97M-V/def2-TZVPD.

Last column: Löwdin spin population.
Element x y z (Å)
Sb: -0.2103 -0.2636 3.1380  0.026
Sb: -0.1490 2.3073 0.8831  0.000
Co: 0.2076 -0.0301 -0.0592  0.927
Cl: 0.0577 -3.9375 -3.0796  0.001
O: -0.0420 -2.0781 0.3293  0.013
O: 0.0541 -1.3621 -1.7365  0.030
O: 0.2926 -1.4667 -5.4498  0.000
N: -1.9264 0.0394 -0.3602  -0.009
N: 1.3316 0.3776 -4.8889  0.000
N: 0.0164 0.6659 -5.0464  0.000
N: -3.6790 0.1417 -1.6326  -0.001
N: -3.8276 -0.9767 -0.9064  -0.001
N: 4.1462 -0.8505 -1.1144  0.001
N: 2.2841 -0.2092 -0.2117  -0.008
N: 4.3572 0.4150 -0.7258  -0.001
C: -2.3351 2.0111 3.1141  0.000
C: -0.4932 0.7441 6.1184  0.002
C: -0.6154 -5.1632 3.2547  0.000
C: -2.6812 -1.6970 -5.9721  0.000
C: -0.2562 0.7006 7.4858  0.001
C: 1.3415 -1.0562 7.1604  0.000
C: 2.9004 -1.2153 -0.8110  0.001
C: -0.4523 -2.3967 3.2259  0.002
C: 4.4000 -2.0567 -3.1988  0.000
C: -0.5827 -0.4419 -5.3523  0.000
C: 1.3161 5.6134 3.3691  0.000
C: 2.4787 3.6516 4.1269  0.000
C: 1.4704 -0.8922 -5.1130  0.000
C: 2.6319 -1.7057 -4.7970  0.000
C: -0.9494 4.7364 -0.9980  0.000
C: -2.6988 0.0928 -4.3642  0.000
C: -1.7266 -4.3988 3.5728  0.000
C: -2.5402 0.7495 -1.2949  -0.001
C: -0.0831 -2.2903 -0.9111  0.003
C: -0.2234 4.9202 -3.2857  0.000
C: 0.4046 3.0126 -1.9812  0.000
C: -0.9285 5.4250 -2.2026  0.000
C: 0.9231 3.5016 2.2999  0.000
C: -2.0187 -0.6730 -5.3049  0.000
C: -3.9941 -0.2237 -3.9957  0.000
C: -1.6475 -3.0123 3.5585  0.000
C: 3.4570 -1.2290 -3.7851  0.000
C: 1.8363 2.8985 3.1558  0.001
C: -4.6611 -1.2350 -4.6748  0.000
C: 1.1038 -1.0142 5.7963  0.002
C: 2.8243 -2.9874 -5.3040  0.000
C: -2.1118 2.6254 1.7350  0.000
C: -2.7567 -1.0190 -0.1609  -0.002
C: 3.2270 0.7727 -0.1756  0.000
C: 2.2137 5.0075 4.2360  0.000
C: 0.6711 4.8626 2.3994  0.000
C: 4.5869 -3.3374 -3.7023  0.000
C: -0.2732 3.5277 -0.8786  -0.002
C: 3.8258 -3.7824 -4.7741  0.000
C: 0.4435 3.7088 -3.1789  0.000
C: -4.0141 -1.9400 -5.6816  0.000
C: 0.6565 -0.2005 8.0096  0.000
C: 0.5861 -4.5449 2.9391  0.000
C: 5.0964 -1.5811 -1.9394  0.000
C: -0.3243 -3.7202 -1.3634  0.000
C: 0.1754 -0.1246 5.2697  0.016
C: -2.2555 0.4846 3.1782  -0.001
C: 0.6647 -3.1632 2.9218  0.000
C: -4.5694 0.4270 -2.7497  0.000
H: -1.4998 5.1451 -0.1584  0.000
H: 1.1113 6.6719 3.4484  0.000
H: -2.8408 2.2424 1.0206  0.000
H: 0.9762 3.2902 -4.0194  0.000
H: 2.0527 1.8385 3.0683  0.001
H: -2.6947 0.1301 4.1118  0.000
H: 1.4581 -5.1376 2.6948  0.000
H: 1.5906 -2.6740 2.6407  0.000
H: 2.7091 5.5965 4.9946  0.000
H: -2.7995 0.0384 2.3456  0.000
H: -2.5584 -1.8003 0.5511  0.000
H: 3.9808 -4.7797 -5.1603  0.000
H: 0.8976 2.0451 -1.9040  0.000
H: 2.4805 -2.1780 -1.0361  0.000
H: 5.4911 -2.4326 -1.3831  0.000
H: -5.6757 -1.4929 -4.4012  0.000
H: 1.6300 -1.6963 5.1393  0.000
H: -0.7910 1.3709 8.1454  0.000
H: -5.5361 -0.0066 -2.5003  0.000
H: -2.1857 1.6750 -1.7166  0.000
H: -2.5207 -2.4189 3.8042  0.000
H: 3.2902 -0.2237 -3.4232  0.000
H: 5.3098 -3.9986 -3.2429  0.000
H: -1.6284 2.4576 3.8216  0.000
H: -0.0215 5.3399 1.7173  0.000
H: 2.1872 -3.3608 -6.0933  0.000
H: -1.4638 6.3607 -2.2952  0.000
H: -0.1997 5.4673 -4.2181  0.000
H: 0.8314 -0.2409 9.0759  0.000
H: -2.6610 -4.8796 3.8299  0.000
H: 3.1801 3.1739 4.7967  0.000
H: 3.0617 1.7462 0.2527  0.000
H: -4.5430 -2.7204 -6.2095  0.000
H: 2.0570 -1.7618 7.5602  0.000
H: -1.3744 -3.9648 -1.2029  0.000
H: -0.6849 -6.2422 3.2445  0.000
H: -4.6645 1.5083 -2.8600  0.000
H: 5.9152 -0.8950 -2.1570  0.000
H: -1.2119 1.4560 5.7333  0.000
H: -2.1669 -2.2997 -6.7074  0.000
H: -2.2446 3.7076 1.7967  0.000
H: 0.2830 -4.4032 -0.7736  0.000
H: -3.3362 2.3112 3.4432  0.000
H: -2.1462 0.8904 -3.8893  0.000

Values from the calculation:
HOMO (spin up / spin down)   -0.3758 / -0.3806 Ha
Charge   +1
Molar mass   1130.85 g mol⁻¹
Expectation value of S²   1.02
2S+1   2